The following is a DFT calculation (ωB97M-V/def2-TZVPD) of C11H19Cl3O4PtS as an isolated structure in a non-equilibrium geometry.

Element x y z (Å)
C -1.25 -0.03 -1.63
C -0.27 0.85 -2.11
C 0.12 1.70 -1.08
C 0.24 0.83 -3.51
C -0.66 1.43 0.11
C -1.55 0.33 -0.25
C -2.89 0.09 0.39
C -2.06 -0.95 -2.46
C 0.97 2.89 -1.29
C -1.05 2.49 1.08
Pt 0.14 -0.41 0.96
Cl 2.36 -1.20 -1.74
Cl 0.19 -2.46 -0.41
Cl 1.72 1.20 1.61
H 0.19 -0.18 -3.92
H 1.25 1.20 -3.54
H -0.36 1.47 -4.15
H 1.81 2.59 -1.95
H 1.35 3.23 -0.32
H 0.47 3.76 -1.77
H -0.16 3.05 1.35
H -1.45 2.01 1.96
H -1.78 3.19 0.68
H -2.81 0.33 1.46
H -3.14 -0.98 0.31
H -3.68 0.69 -0.09
H -1.36 -1.54 -3.07
H -2.75 -0.44 -3.16
H -2.66 -1.61 -1.81
O -1.34 -1.63 1.60
H -0.78 -2.34 2.06
C 2.91 -2.58 3.93
S 2.47 -2.35 2.23
O 3.43 -1.43 1.64
O 2.32 -3.64 1.61
O 1.13 -1.71 2.51
H 3.80 -3.18 4.01
H 2.06 -3.07 4.40
H 3.07 -1.59 4.35

**Total energy**: -2629.502734 Ha
**E_LUMO (alpha / beta)**: 4.9 / 4.4 eV
**Charge**: -2
**2S+1**: 5
**Strongest force on any atom**: 0.0727 Eh/bohr